1.
# C30H80AsF6FeN7O9

A structure of composition C30H80AsF6FeN7O9 in a non-equilibrium geometry (ωB97M-V/def2-TZVPD, the Open Molecules 2025 dataset).

For the relative energy (zero: lowest compared OMol25 entry of this formula, charge and spin), the calculation gives 60.7 kcal/mol. As for the HOMO energy (spin up / spin down): -8.86 / -8.86 eV. For the orbital gap (spin up / spin down), the calculation gives 8.58 / 8.52 eV. The calculation puts the total energy at -172795.099 eV. As for the expectation value of S²: 6.0071. As for the multiplicity: 5. As for the total charge: 0.

Element x y z (Å)
1 Fe 13.495 12.351 2.416
2 C 15.587 8.956 1.388
3 C 14.818 10.228 1.721
4 O 14.967 11.309 1.122
5 O 14.072 10.211 2.742
6 H 16.584 9.106 1.802
7 H 15.753 8.741 0.332
8 H 15.222 8.054 1.879
9 As 11.133 11.505 5.485
10 F 11.517 13.163 6.239
11 F 12.599 10.912 6.305
12 F 10.749 9.879 4.716
13 F 9.646 12.323 4.864
14 F 12.043 11.978 3.975
15 F 10.216 11.204 7.000
16 C 18.350 11.660 3.029
17 C 18.116 11.339 4.492
18 C 19.217 12.032 5.343
19 O 19.044 11.846 6.734
20 C 19.446 10.578 7.293
21 N 16.803 11.724 4.944
22 H 17.505 11.278 2.456
23 H 19.274 11.254 2.617
24 H 18.234 12.742 2.978
25 H 18.265 10.275 4.677
26 H 19.273 13.099 5.125
27 H 20.234 11.755 5.066
28 H 19.226 10.487 8.357
29 H 20.509 10.350 7.224
30 H 18.893 9.733 6.881
31 H 16.974 11.798 5.936
32 H 16.211 10.917 4.815
33 C 19.348 7.767 3.016
34 C 20.436 7.528 4.087
35 C 20.499 6.048 4.645
36 O 21.430 5.946 5.746
37 C 21.209 6.768 6.968
38 N 21.748 7.802 3.550
39 H 19.155 8.835 2.920
40 H 18.448 7.206 3.269
41 H 19.647 7.347 2.056
42 H 20.299 8.164 4.962
43 H 20.736 5.405 3.796
44 H 19.539 5.658 4.983
45 H 21.282 7.853 6.886
46 H 21.877 6.479 7.779
47 H 20.209 6.542 7.337
48 H 22.237 7.196 4.194
49 H 21.879 7.441 2.616
50 C 11.189 9.044 -1.409
51 C 12.710 9.403 -1.172
52 C 13.680 8.888 -2.257
53 O 15.065 9.147 -2.036
54 C 15.902 8.568 -3.037
55 N 12.841 10.824 -1.019
56 H 10.498 9.482 -0.689
57 H 11.108 7.979 -1.189
58 H 10.924 9.221 -2.451
59 H 12.985 8.911 -0.240
60 H 13.330 9.314 -3.198
61 H 13.468 7.838 -2.462
62 H 15.724 9.117 -3.961
63 H 15.828 7.489 -3.173
64 H 16.919 8.696 -2.666
65 H 12.694 11.289 -1.904
66 H 13.826 10.929 -0.824
67 C 16.872 1.958 3.842
68 C 17.283 3.446 4.063
69 C 16.473 4.505 3.286
70 O 16.897 4.357 1.957
71 C 16.326 5.353 1.103
72 N 17.354 3.688 5.518
73 H 15.946 1.842 4.405
74 H 17.656 1.330 4.265
75 H 16.714 1.783 2.778
76 H 18.306 3.373 3.692
77 H 16.788 5.450 3.730
78 H 15.385 4.541 3.352
79 H 16.492 6.328 1.560
80 H 15.261 5.149 0.995
81 H 16.848 5.203 0.157
82 H 17.975 2.969 5.861
83 H 17.870 4.541 5.682
84 C 16.285 7.542 5.653
85 C 15.318 8.293 6.456
86 C 15.883 8.803 7.841
87 O 16.353 7.720 8.631
88 C 16.766 8.066 9.970
89 N 14.784 9.370 5.650
90 H 15.904 7.305 4.659
91 H 16.461 6.563 6.098
92 H 17.259 8.028 5.583
93 H 14.428 7.693 6.642
94 H 15.154 9.386 8.405
95 H 16.688 9.516 7.667
96 H 15.898 8.563 10.403
97 H 17.653 8.690 9.859
98 H 16.961 7.160 10.545
99 H 14.437 9.098 4.741
100 H 13.916 9.719 6.031
101 C 16.206 15.201 4.099
102 C 15.095 14.622 3.219
103 C 15.584 14.374 1.785
104 O 14.376 13.880 1.087
105 C 14.390 14.117 -0.344
106 N 14.696 13.362 3.870
107 H 17.111 14.597 4.043
108 H 15.903 15.120 5.143
109 H 16.474 16.203 3.764
110 H 14.167 15.195 3.223
111 H 16.402 13.658 1.701
112 H 15.931 15.307 1.341
113 H 14.074 13.184 -0.811
114 H 15.390 14.316 -0.729
115 H 13.804 14.993 -0.621
116 H 15.567 12.985 4.216
117 H 14.299 13.538 4.782
118 C 19.776 14.691 -2.358
119 C 19.815 14.491 -0.871
120 C 18.661 13.563 -0.368
121 O 18.557 12.477 -1.244
122 C 17.450 11.647 -0.968
123 N 21.065 13.912 -0.618
124 H 20.028 13.817 -2.959
125 H 20.556 15.407 -2.618
126 H 18.859 15.187 -2.676
127 H 19.691 15.452 -0.372
128 H 17.650 13.970 -0.354
129 H 18.909 13.201 0.629
130 H 16.463 12.097 -0.862
131 H 17.608 11.014 -0.094
132 H 17.328 11.049 -1.871
133 H 21.079 12.987 -1.022
134 H 21.004 13.626 0.349

2.
# C30H80AsF6O10Pb

A structure of composition C30H80AsF6O10Pb in a non-equilibrium geometry (ωB97M-V/def2-TZVPD, the Open Molecules 2025 dataset).

As for the HOMO energy: -11.36 eV. For the orbital gap, the calculation gives 6.77 eV. The calculation puts the total energy at -135270.561 eV. As for the total charge: +1.

Element x y z (Å)
1 Pb -0.841 0.416 -4.315
2 As 0.453 -0.813 -0.722
3 F 1.839 0.350 -0.836
4 F -0.622 0.620 -0.567
5 F -1.059 -1.808 -0.675
6 F 1.505 -2.220 -1.086
7 F 0.693 -1.053 1.051
8 F 0.229 -0.556 -2.496
9 C -0.789 -0.872 5.568
10 C -0.042 -1.169 4.280
11 C -0.720 -2.350 3.579
12 O -0.030 -0.053 3.446
13 H -0.780 -1.720 6.252
14 H -1.867 -0.753 5.461
15 H -0.322 -0.080 6.153
16 H 0.991 -1.457 4.476
17 H -0.792 -3.239 4.206
18 H -0.252 -2.625 2.634
19 H -1.747 -2.129 3.288
20 H 0.436 -0.334 2.655
21 C 2.981 -3.741 1.511
22 C 2.907 -5.184 2.038
23 C 1.958 -5.363 3.213
24 O 2.622 -6.079 0.967
25 H 3.575 -3.735 0.596
26 H 3.559 -3.115 2.191
27 H 2.008 -3.306 1.283
28 H 3.907 -5.411 2.409
29 H 2.016 -6.367 3.635
30 H 0.927 -5.132 2.945
31 H 2.184 -4.642 3.998
32 H 2.338 -6.932 1.302
33 C -4.556 3.041 -2.692
34 C -3.313 3.044 -3.609
35 C -2.581 4.402 -3.669
36 O -2.328 2.131 -3.057
37 H -4.283 3.467 -1.726
38 H -4.962 2.034 -2.597
39 H -5.299 3.681 -3.167
40 H -3.591 2.678 -4.597
41 H -2.239 4.608 -2.655
42 H -3.169 5.288 -3.909
43 H -1.680 4.401 -4.282
44 H -1.927 2.558 -2.297
45 C 4.693 0.104 0.587
46 C 4.127 1.493 0.984
47 C 3.143 1.401 2.148
48 O 5.155 2.297 1.421
49 H 5.271 0.240 -0.327
50 H 3.877 -0.603 0.441
51 H 5.440 -0.306 1.267
52 H 3.654 1.999 0.142
53 H 3.654 0.975 3.012
54 H 2.240 0.827 1.939
55 H 2.748 2.352 2.506
56 H 4.862 3.198 1.578
57 C -3.011 1.585 2.224
58 C -2.805 2.456 3.418
59 C -3.484 1.888 4.701
60 O -1.410 2.495 3.694
61 H -4.040 1.800 1.936
62 H -2.861 0.533 2.468
63 H -2.438 1.717 1.306
64 H -3.099 3.482 3.200
65 H -4.561 2.056 4.737
66 H -3.138 2.380 5.610
67 H -3.283 0.827 4.850
68 H -1.094 1.589 3.712
69 C 4.019 -1.579 -2.942
70 C 4.796 -0.522 -3.726
71 C 6.035 -1.132 -4.400
72 O 4.077 0.021 -4.834
73 H 3.722 -2.335 -3.670
74 H 3.131 -1.097 -2.535
75 H 4.645 -2.071 -2.198
76 H 5.100 0.279 -3.053
77 H 6.681 -1.582 -3.646
78 H 6.694 -0.458 -4.947
79 H 5.848 -1.948 -5.097
80 H 4.692 0.515 -5.382
81 C -4.401 -2.167 -2.242
82 C -3.809 -0.752 -2.225
83 C -3.831 -0.079 -0.860
84 O -2.419 -0.966 -2.645
85 H -3.912 -2.867 -1.564
86 H -4.425 -2.588 -3.247
87 H -5.459 -2.161 -1.981
88 H -4.209 -0.113 -3.012
89 H -4.848 -0.040 -0.470
90 H -3.502 0.950 -1.007
91 H -3.226 -0.667 -0.170
92 H -2.028 -1.524 -1.969
93 C 1.525 4.357 -4.083
94 C 1.709 2.892 -3.895
95 C 2.889 2.597 -2.986
96 O 0.447 2.415 -3.392
97 H 2.342 4.670 -4.732
98 H 1.502 4.880 -3.127
99 H 0.630 4.605 -4.654
100 H 1.884 2.405 -4.854
101 H 3.842 2.636 -3.514
102 H 2.803 1.623 -2.506
103 H 2.883 3.241 -2.106
104 H 0.325 2.784 -2.514
105 C -3.539 -4.232 0.807
106 C -3.461 -5.494 1.705
107 C -2.054 -5.809 2.238
108 O -4.317 -5.420 2.828
109 H -4.364 -4.346 0.104
110 H -2.584 -4.091 0.300
111 H -3.661 -3.299 1.359
112 H -3.737 -6.372 1.121
113 H -1.439 -6.044 1.370
114 H -2.144 -6.655 2.919
115 H -1.593 -5.006 2.813
116 H -5.218 -5.334 2.508
117 C 0.777 3.548 1.042
118 C -0.365 4.079 0.146
119 C -0.120 5.513 -0.419
120 O -0.588 3.164 -0.911
121 H 0.979 4.107 1.956
122 H 1.749 3.492 0.550
123 H 0.524 2.519 1.299
124 H -1.262 4.065 0.765
125 H -0.163 6.292 0.341
126 H -0.855 5.975 -1.078
127 H 0.880 5.550 -0.851
128 H -0.576 2.313 -0.466

3.
# C30H80I2O30S10Sn

A structure of composition C30H80I2O30S10Sn in a non-equilibrium geometry (ωB97M-V/def2-TZVPD, the Open Molecules 2025 dataset).

As for the HOMO energy: -7.87 eV. For the orbital gap, the calculation gives 8.06 eV. The calculation puts the total energy at -224213.777 eV. As for the total charge: 0.

Element x y z (Å)
1 Sn 0.000 1.267 -0.170
2 I -1.317 1.960 2.056
3 I -2.275 0.024 -1.441
4 O 1.367 3.635 0.746
5 S 1.724 4.959 1.208
6 O 0.918 5.606 2.183
7 O 3.225 4.871 1.639
8 C 3.768 6.158 2.178
9 C 4.971 6.654 1.353
10 C 1.857 5.947 -0.260
11 H 4.049 5.856 3.235
12 H 2.969 6.861 2.197
13 H 4.603 7.214 0.541
14 H 5.564 5.785 1.069
15 H 5.478 7.394 2.011
16 H 2.644 5.455 -0.763
17 H 2.142 6.966 0.002
18 H 0.921 6.049 -0.803
19 O -5.025 5.480 -2.826
20 S -5.945 4.560 -2.251
21 O -7.301 4.941 -1.970
22 O -5.881 3.231 -3.147
23 C -6.595 3.335 -4.386
24 C -6.088 2.247 -5.296
25 C -5.120 3.936 -0.792
26 H -6.373 4.348 -4.863
27 H -7.644 3.287 -4.182
28 H -5.036 2.400 -5.574
29 H -6.610 2.188 -6.251
30 H -6.273 1.324 -4.759
31 H -5.116 4.646 0.025
32 H -4.038 3.777 -1.085
33 H -5.637 3.036 -0.465
34 O 2.286 4.392 6.572
35 S 1.318 3.617 5.808
36 O 1.827 2.792 4.683
37 O 0.601 2.762 6.939
38 C -0.354 1.725 6.467
39 C -0.281 0.469 7.309
40 C -0.022 4.624 5.136
41 H -0.085 1.512 5.419
42 H -1.337 2.155 6.511
43 H -0.533 0.848 8.326
44 H 0.673 0.063 7.362
45 H -1.023 -0.279 7.094
46 H -0.580 5.162 5.911
47 H -0.565 3.850 4.562
48 H 0.392 5.349 4.387
49 O -1.724 -3.417 6.336
50 S -1.377 -2.940 5.002
51 O -0.062 -2.422 4.677
52 O -1.573 -4.117 4.000
53 C -2.715 -4.997 4.017
54 C -2.482 -6.259 4.823
55 C -2.562 -1.764 4.515
56 H -2.854 -5.067 2.963
57 H -3.571 -4.333 4.394
58 H -2.178 -5.913 5.826
59 H -1.610 -6.879 4.419
60 H -3.399 -6.840 4.921
61 H -3.618 -2.138 4.532
62 H -2.330 -1.340 3.571
63 H -2.378 -0.962 5.232
64 O -0.516 2.850 -1.796
65 S -0.124 3.639 -2.950
66 O 0.696 4.767 -2.724
67 O 0.692 2.800 -4.006
68 C 0.364 1.540 -4.659
69 C 1.138 1.549 -5.993
70 C -1.713 4.092 -3.709
71 H -0.759 1.589 -4.812
72 H 0.618 0.784 -3.909
73 H 1.026 0.616 -6.548
74 H 2.167 1.759 -5.916
75 H 0.528 2.293 -6.556
76 H -1.664 3.533 -4.681
77 H -1.547 5.145 -4.003
78 H -2.622 3.753 -3.235
79 O -6.718 -3.335 2.310
80 S -5.739 -2.556 1.606
81 O -4.502 -2.316 2.242
82 O -5.447 -3.152 0.286
83 C -4.241 -3.940 0.014
84 C -4.574 -5.421 0.248
85 C -6.447 -1.013 1.217
86 H -3.519 -3.581 0.724
87 H -4.008 -3.706 -0.996
88 H -4.607 -5.742 1.284
89 H -3.802 -6.021 -0.264
90 H -5.610 -5.637 -0.202
91 H -7.524 -1.110 0.973
92 H -5.865 -0.466 0.505
93 H -6.386 -0.548 2.204
94 O 5.029 1.019 -2.082
95 S 3.734 0.463 -2.560
96 O 2.550 1.243 -2.330
97 O 3.745 0.171 -4.132
98 C 4.905 0.201 -5.072
99 C 5.581 -1.099 -5.315
100 C 3.581 -1.130 -1.829
101 H 5.625 0.988 -4.692
102 H 4.512 0.606 -5.957
103 H 4.864 -1.789 -5.848
104 H 5.927 -1.664 -4.439
105 H 6.487 -0.892 -5.849
106 H 4.517 -1.747 -1.756
107 H 2.731 -1.670 -2.203
108 H 3.297 -0.900 -0.758
109 O 2.403 -0.279 1.311
110 S 3.197 -0.651 2.511
111 O 3.747 -1.944 2.588
112 O 4.386 0.314 2.749
113 C 4.228 1.783 2.422
114 C 5.354 2.204 1.399
115 C 2.189 -0.142 3.832
116 H 4.203 2.407 3.345
117 H 3.296 1.805 1.869
118 H 6.397 2.121 1.672
119 H 5.070 3.196 1.098
120 H 5.170 1.516 0.579
121 H 1.768 0.879 3.656
122 H 2.684 -0.303 4.774
123 H 1.343 -0.821 3.915
124 O 1.575 -1.690 -5.958
125 S 0.991 -2.957 -5.666
126 O 0.411 -3.706 -6.748
127 O 2.147 -3.802 -4.890
128 C 1.858 -5.238 -4.887
129 C 1.904 -5.689 -3.462
130 C -0.289 -2.885 -4.445
131 H 2.653 -5.788 -5.424
132 H 0.869 -5.393 -5.336
133 H 1.122 -5.225 -2.847
134 H 2.838 -5.510 -2.960
135 H 1.828 -6.786 -3.218
136 H 0.074 -2.372 -3.531
137 H -0.524 -3.934 -4.104
138 H -1.225 -2.564 -4.883
139 O 0.733 -2.569 -1.267
140 S 0.123 -3.625 -0.532
141 O -0.833 -4.452 -1.189
142 O 1.230 -4.653 0.026
143 C 2.307 -4.104 0.836
144 C 3.495 -4.990 0.600
145 C -0.591 -3.100 1.072
146 H 2.106 -4.235 1.906
147 H 2.401 -3.036 0.669
148 H 3.180 -6.035 0.362
149 H 3.967 -5.097 1.554
150 H 4.271 -4.699 -0.116
151 H 0.040 -2.351 1.576
152 H -0.755 -4.036 1.599
153 H -1.528 -2.574 0.837